Entry from OMol25: an isolated molecule of C12H22NO4P (ωB97M-V with the def2-TZVPD basis set).

Geometry as XYZ:
```
40
Properties=species:S:1:pos:R:3:forces:R:3
H 2.0563 4.8743 1.0000 0.1002 0.0766 0.0571
H 2.0985 1.9488 -0.0006 0.1481 0.0510 0.0683
O 0.3177 1.2507 -1.9273 -0.4423 -0.7662 0.4186
H -1.9646 -3.9074 -2.8191 0.0138 -0.0436 0.0346
H -2.9451 -2.4241 -2.9154 -0.0221 -0.0189 -0.0183
C -0.8596 -2.1167 -2.5435 -0.1524 -0.2800 -0.1555
H -1.6717 -1.3613 1.4899 -0.0459 -0.0125 -0.0534
C -2.3082 -0.4585 -1.5274 -0.6465 0.0399 0.0174
N -3.3324 -0.0113 -1.2634 -0.3722 0.1842 0.0835
C 1.1542 4.2753 1.1079 -0.1460 -0.0275 -0.2223
H 0.5707 4.4117 -0.9592 -0.0755 -0.0044 -0.0542
H -0.4650 -2.2881 0.5893 -0.0881 -0.0250 0.0410
H -0.9726 -3.5320 2.5738 0.0979 -0.0430 -0.0192
H -0.7312 -2.6836 4.8460 -0.0091 0.0114 0.1345
C 1.8811 2.7219 -0.7412 -0.4677 -0.0148 -0.2088
H 1.3383 3.5117 1.8604 0.0372 -0.0578 0.1279
H 0.6544 -2.8807 2.7663 0.0319 -0.1231 -0.0159
P 0.3631 -0.1120 -1.1092 -0.6345 0.7022 -0.0261
C 0.2913 -0.5051 1.4691 0.0500 -0.5771 0.6867
H 2.7938 3.2974 -0.9122 0.0680 -0.0464 0.0069
C 1.4992 2.0379 -2.0464 0.8175 0.4592 -0.0429
H 1.0353 -2.1325 -2.3182 0.1114 0.0986 0.1423
C -0.6372 -1.7121 1.5039 0.1888 0.0316 0.0014
H 0.3539 4.9201 1.4625 -0.0243 0.0821 0.1148
C -1.0487 -0.9960 -1.8043 1.6386 0.2285 0.4069
H 1.3326 -0.8379 1.3915 -0.0725 0.0922 0.0878
O -0.0066 0.3525 0.3778 -0.0357 0.2176 -1.2481
C -0.4029 -2.6118 2.7172 -0.1273 0.1831 -0.0777
C -0.8303 -1.9696 4.0319 0.1203 -0.1556 -0.1471
O 0.3342 -2.6462 -2.7786 -0.2601 -0.0907 -0.1066
H 0.1702 0.1165 2.3587 0.0748 -0.0777 -0.0800
H -0.2162 -1.1043 4.2658 0.0235 0.1234 0.1069
H -1.8601 -2.8886 -4.2451 0.0137 0.0102 -0.0583
C -1.9895 -2.8749 -3.1640 0.2245 0.0771 0.0615
H -1.8690 -1.6522 3.9789 -0.1263 0.0658 0.0447
H -0.1366 3.0445 -0.0936 -0.0393 0.0653 -0.0586
H 1.2704 2.7726 -2.8233 0.0620 -0.0982 0.0808
C 0.7734 3.6335 -0.2198 0.2230 -0.1021 0.1413
O 1.6383 -0.8568 -1.1982 -0.1226 -0.3371 -0.1962
H 2.3204 1.3942 -2.3807 -0.1349 0.1016 -0.0755
```
Positions in Å, forces in eV/Å.

Output
* HOMO-LUMO gap: 10.26 eV
* DFT total energy: -31772.339 eV
* energy above the lowest of the compared OMol25 structures with the same formula, charge and spin: 0.114 eV



Entry from OMol25: a cluster of 2 separate species, C12H22O2 in total (ωB97M-V with the def2-TZVPD basis set).

Geometry as XYZ:
```
36
Properties=species:S:1:pos:R:3:forces:R:3
O -3.1685 -0.5198 -2.8000 -1.8338 7.7980 -7.0477
C 0.3733 2.8796 -0.7258 9.3258 -7.6429 -1.6352
H -0.4037 3.2196 -0.9793 -10.6291 5.1127 -4.3356
H -0.5375 -0.4932 -2.9405 -0.6612 1.7742 -7.5098
H 0.3045 -1.3392 -1.6650 1.5878 -0.7592 -0.3081
H -1.3799 0.9841 -1.1378 -5.0365 2.8906 -1.3938
C 1.0114 -0.7049 2.1862 2.0609 9.2220 -0.7940
H 0.5663 0.2601 4.0618 -2.8431 -2.2743 5.6385
C -2.9366 -1.3307 -2.0824 4.5294 -7.0650 6.9217
H 0.6518 -2.8973 1.9438 -1.0293 2.9424 2.2119
H -0.6738 -1.7217 2.8484 -1.2659 0.0840 0.7953
C 1.6669 -0.3765 1.0518 -1.0397 -5.2807 -0.4685
H 0.3421 1.4763 2.9182 -0.9668 0.9466 -0.6597
C -3.9440 -2.2474 -1.4957 5.0360 -5.0798 -0.3633
C 1.9631 0.9206 -0.9689 5.0182 1.3184 -6.9479
O -1.6448 -1.5683 -1.5233 -0.0980 0.9415 -1.6570
H -4.7721 -1.7383 -1.5704 -4.8688 2.1077 0.2803
C -0.4223 -0.6843 -2.0284 -3.4212 -0.8534 11.9985
H 2.2673 -0.0326 -1.6423 -0.5998 1.9682 1.8499
H -3.9810 -3.2560 -2.0767 -0.0882 1.9267 0.5324
C 0.3736 -1.7403 2.8352 -3.1507 -4.1655 -9.6778
H 1.2000 3.4222 -0.6816 3.5861 3.3865 -1.4750
H 0.9581 -2.0364 3.4832 4.5491 -3.0503 7.6862
C 2.3299 0.8696 0.3473 -0.2114 -2.2889 9.0281
C 0.7131 1.4473 -1.3352 -5.1913 3.9524 -0.2177
H 1.8848 0.9612 3.5073 1.0865 0.4512 -0.1128
C 0.8990 0.6563 3.2585 2.8058 -1.1218 -5.8885
H 2.1048 1.7393 1.1045 0.2561 -1.1131 -1.9932
H 1.6816 -1.5100 0.4750 0.4130 3.2282 0.5454
H 0.3655 2.8001 0.2226 -1.0812 -1.4635 7.2747
H 2.7279 1.8123 -1.3415 -1.4091 -2.1565 0.0667
H -3.5475 -2.5979 -0.5405 -0.7418 0.4672 0.2958
H -0.4359 0.4873 0.1288 -0.1200 -0.9936 -0.7970
C -0.4833 0.6641 -0.9671 4.6846 -5.7915 -0.2714
H 0.5754 1.5532 -2.3830 0.7338 0.3293 -1.2938
H 3.3709 0.6417 0.5128 0.6139 0.2523 -0.2776
```
Positions in Å, forces in eV/Å.

Output
* HOMO-LUMO gap: 9.84 eV
* DFT total energy: -16884.856 eV
* energy above the lowest of the compared OMol25 structures with the same formula, charge and spin: 12.344 eV



Entry from OMol25: an isolated molecule of C12H22O3 (ωB97M-V with the def2-TZVPD basis set).

Geometry as XYZ:
```
37
Properties=species:S:1:pos:R:3:forces:R:3
C -0.5162 1.8473 1.5261 0.5844 0.4102 0.1052
C -1.8741 2.2580 0.9293 0.2112 -1.6515 -0.3589
C 1.8574 -0.5486 -2.4457 -0.5580 -0.1272 -0.5634
H -2.6939 1.5772 1.2284 0.3646 0.2618 -0.2351
H 2.0593 -3.1877 -1.3821 -1.0781 0.1567 -0.4265
C 1.0730 -2.9966 -1.9038 0.8717 0.9572 1.2297
H 2.0568 -0.8564 -3.4921 0.0424 0.2156 0.5348
O 1.7049 -0.7944 0.3539 -0.3193 -0.5875 -0.8417
H -0.5101 -1.0582 2.5440 -0.1567 0.2935 -0.6758
H 0.2832 -3.6140 -1.4196 0.5027 0.5304 -0.3177
H -1.8949 -0.5980 1.5462 -0.1289 0.0289 -0.1018
H -1.0057 -0.2527 -2.5105 -0.1397 -0.1057 -0.0779
C 0.4975 2.8911 1.0346 0.7276 -0.0296 1.4643
H 1.1958 -3.3244 -2.9202 -0.0429 -0.1055 -0.5266
O -0.1011 0.2800 -0.3816 0.0619 0.2363 0.1913
H -1.2991 -2.2700 -0.0092 -0.3658 0.0924 -0.4721
H 0.0800 -2.6801 0.9130 0.6077 -0.5582 0.4390
C -0.6435 -1.2693 -2.6583 0.8132 -0.6045 -0.2188
H 2.7587 -0.6295 -1.8415 0.0611 -0.1675 -0.1272
C -0.4425 -1.8551 0.4917 0.2599 0.9148 -0.3062
H 0.1188 3.8955 1.2071 -0.0261 0.1202 0.3982
C 0.4894 -1.0165 -0.4134 -0.7055 0.2004 -0.0925
H -1.3970 -2.0112 -2.2837 0.6063 0.7294 -0.3556
H -2.1189 3.2371 1.2668 -0.1879 0.8310 0.2944
C 0.7307 -1.4476 -1.8723 -0.5358 -0.7237 -0.0683
H -1.7710 2.2693 -0.1642 -0.2966 -0.0204 0.2460
H 1.5794 0.5284 -2.4400 -0.0541 -0.7502 -0.0133
H -0.9124 2.8503 3.4104 -0.1258 0.7432 0.0939
C -0.5541 1.9024 3.0693 0.4714 -1.1288 -0.3728
H 0.4409 1.7156 3.4923 -0.1201 0.1682 -0.1299
H -0.5018 -1.4424 -3.7729 -0.0120 0.1184 1.3807
C -0.8234 -0.7790 1.5130 -0.4404 -0.3190 1.4519
C -0.0626 0.4535 1.0292 -0.8456 -0.7446 -0.2580
H -1.2034 1.1461 3.5023 -0.2378 -0.1512 -0.0820
H 0.6084 2.8366 -0.0112 0.3780 -0.3308 -1.3812
H 1.4965 2.7739 1.5362 -0.9420 0.1308 -0.5603
O 1.2951 0.1695 1.3285 0.7551 0.9662 0.7341
```
Positions in Å, forces in eV/Å.

Output
* HOMO-LUMO gap: 9.93 eV
* DFT total energy: -18941.060 eV
* energy above the lowest of the compared OMol25 structures with the same formula, charge and spin: 1.510 eV



What did the third record say?
Entry from OMol25: an isolated molecule of C12H22O3 (ωB97M-V with the def2-TZVPD basis set).

Geometry as XYZ:
```
37
Properties=species:S:1:pos:R:3:forces:R:3
C -0.5162 1.8473 1.5261 0.5844 0.4102 0.1052
C -1.8741 2.2580 0.9293 0.2112 -1.6515 -0.3589
C 1.8574 -0.5486 -2.4457 -0.5580 -0.1272 -0.5634
H -2.6939 1.5772 1.2284 0.3646 0.2618 -0.2351
H 2.0593 -3.1877 -1.3821 -1.0781 0.1567 -0.4265
C 1.0730 -2.9966 -1.9038 0.8717 0.9572 1.2297
H 2.0568 -0.8564 -3.4921 0.0424 0.2156 0.5348
O 1.7049 -0.7944 0.3539 -0.3193 -0.5875 -0.8417
H -0.5101 -1.0582 2.5440 -0.1567 0.2935 -0.6758
H 0.2832 -3.6140 -1.4196 0.5027 0.5304 -0.3177
H -1.8949 -0.5980 1.5462 -0.1289 0.0289 -0.1018
H -1.0057 -0.2527 -2.5105 -0.1397 -0.1057 -0.0779
C 0.4975 2.8911 1.0346 0.7276 -0.0296 1.4643
H 1.1958 -3.3244 -2.9202 -0.0429 -0.1055 -0.5266
O -0.1011 0.2800 -0.3816 0.0619 0.2363 0.1913
H -1.2991 -2.2700 -0.0092 -0.3658 0.0924 -0.4721
H 0.0800 -2.6801 0.9130 0.6077 -0.5582 0.4390
C -0.6435 -1.2693 -2.6583 0.8132 -0.6045 -0.2188
H 2.7587 -0.6295 -1.8415 0.0611 -0.1675 -0.1272
C -0.4425 -1.8551 0.4917 0.2599 0.9148 -0.3062
H 0.1188 3.8955 1.2071 -0.0261 0.1202 0.3982
C 0.4894 -1.0165 -0.4134 -0.7055 0.2004 -0.0925
H -1.3970 -2.0112 -2.2837 0.6063 0.7294 -0.3556
H -2.1189 3.2371 1.2668 -0.1879 0.8310 0.2944
C 0.7307 -1.4476 -1.8723 -0.5358 -0.7237 -0.0683
H -1.7710 2.2693 -0.1642 -0.2966 -0.0204 0.2460
H 1.5794 0.5284 -2.4400 -0.0541 -0.7502 -0.0133
H -0.9124 2.8503 3.4104 -0.1258 0.7432 0.0939
C -0.5541 1.9024 3.0693 0.4714 -1.1288 -0.3728
H 0.4409 1.7156 3.4923 -0.1201 0.1682 -0.1299
H -0.5018 -1.4424 -3.7729 -0.0120 0.1184 1.3807
C -0.8234 -0.7790 1.5130 -0.4404 -0.3190 1.4519
C -0.0626 0.4535 1.0292 -0.8456 -0.7446 -0.2580
H -1.2034 1.1461 3.5023 -0.2378 -0.1512 -0.0820
H 0.6084 2.8366 -0.0112 0.3780 -0.3308 -1.3812
H 1.4965 2.7739 1.5362 -0.9420 0.1308 -0.5603
O 1.2951 0.1695 1.3285 0.7551 0.9662 0.7341
```
Positions in Å, forces in eV/Å.

Output
* HOMO-LUMO gap: 9.93 eV
* DFT total energy: -18941.060 eV
* energy above the lowest of the compared OMol25 structures with the same formula, charge and spin: 1.510 eV



DFT total energy of number 1 (C12H22NO4P)?
-31772.339 eV



Which formula does entry 1 have?
C12H22NO4P